(1)
Below is a molecular structure, C27H36CdN4O7PSTe in a non-equilibrium geometry, with properties calculated with wB97M-V/def2-TZVPD.

The lowest unoccupied orbital energy comes out at -3.93 eV. The value obtained for the total energy is -2971.3764 Ha. As for the net charge: +1. Its molar mass is 831.7 Da. As for the HOMO energy: -0.3150 hartree. The energy above the lowest of the compared OMol25 structures with the same formula, charge and spin is 0.39 kcal/mol.

```
78
C27H36CdN4O7PSTe | the Open Molecules 2025 dataset | wB97M-V/def2-TZVPD
Cd -0.55023 0.32644 0.40991
O 7.21928 2.13437 1.29510
C 6.22387 1.35774 1.86927
O 6.50100 0.30073 2.37010
C 4.81067 1.79164 1.65817
C 3.80626 1.03408 2.28188
C 2.46328 1.26500 2.04116
C 2.02522 2.17964 1.03311
C 3.06769 2.93554 0.37929
C 4.40207 2.79522 0.75928
N 0.67671 2.20402 0.64870
C 0.19711 3.32430 0.14567
C -1.09941 3.38300 -0.42804
C -1.67638 4.55182 -0.99596
C -2.91030 4.48508 -1.61858
C -3.61568 3.31284 -1.48689
C -3.01879 2.20559 -0.90997
N -1.80228 2.23835 -0.41789
H 7.16144 3.08688 1.45194
H 4.13539 0.18571 2.93549
H 1.70253 0.61382 2.47857
H 2.78483 3.55337 -0.44788
H 5.08102 3.42579 0.23578
H 0.81036 4.24679 0.06986
H -1.12105 5.45251 -0.98405
H -3.42412 5.34880 -2.03719
H -4.67883 3.24593 -1.83524
H -3.50196 1.24128 -0.80137
C -5.00796 -1.18022 0.35638
C -3.61027 -1.15818 0.83126
O -2.69820 -0.56294 0.21378
N -3.35444 -1.82136 1.96453
C -2.03583 -1.94072 2.49817
C -1.70453 -0.73837 3.34573
C -2.21463 -0.71882 4.69112
C -1.91387 0.37538 5.47515
C -1.18384 1.44634 4.92136
C -0.71643 1.35353 3.64998
N -0.95096 0.25500 2.87177
H -4.96572 -1.14902 -0.73936
H -5.63690 -0.29490 0.67576
H -5.54507 -2.09000 0.61181
H -4.12129 -2.41417 2.23886
H -1.37090 -1.99969 1.61874
H -2.00138 -2.83042 3.10869
H -2.74648 -1.58711 5.10855
H -2.21369 0.39245 6.53254
H -0.98471 2.35304 5.48829
H -0.04935 2.12240 3.19415
C -1.25745 -4.85696 -2.76964
C -1.70907 -3.65907 -3.60343
O -1.47056 -2.58584 -2.64775
P -1.15376 -1.07174 -2.93272
O -0.50828 -0.44870 -1.72890
Te -3.13679 0.19841 -3.60957
O -0.00529 -1.33622 -4.14069
C 0.65618 -0.11024 -4.54825
C 1.93231 -0.34868 -5.35194
H -1.16595 -5.75548 -3.35254
H -1.98680 -5.01050 -1.98917
H -0.33561 -4.69199 -2.17650
H -2.73489 -3.67481 -3.85949
H -1.13083 -3.52335 -4.50952
H 0.94922 0.50416 -3.65062
H -0.05278 0.52344 -5.05998
H 2.68314 -0.84424 -4.71494
H 2.35206 0.62029 -5.58168
H 1.75045 -0.94922 -6.23924
C 2.32273 -3.48300 0.99923
S 1.66198 -2.23126 -0.02568
C 3.15354 -1.37521 -0.42098
O 0.97562 -1.29226 0.98827
H 2.79052 -2.93735 1.84081
H 3.06580 -4.09359 0.46171
H 1.46201 -4.09414 1.32841
H 3.67130 -1.90170 -1.20718
H 3.74442 -1.25647 0.47999
H 2.83358 -0.35281 -0.73549
```

=====

(2)
Below is a molecular structure, C5H6N in a non-equilibrium geometry, with properties calculated with wB97M-V/def2-TZVPD.

The lowest unoccupied orbital energy comes out at -7.76 eV. The value obtained for the total energy is -248.4013 Ha. As for the net charge: +1. Its molar mass is 80.1 Da. As for the HOMO energy: -0.5809 hartree. The energy above the lowest of the compared OMol25 structures with the same formula, charge and spin is 134.56 kcal/mol.

```
12
C5H6N | the Open Molecules 2025 dataset | wB97M-V/def2-TZVPD
C 0.01922 -1.79594 0.24857
C -0.07747 0.69471 -0.20731
C -0.69317 1.83756 0.00702
C 1.07746 -0.05203 -0.65892
C -0.97660 -0.82442 0.51628
N 1.16340 -1.38299 -0.29932
H -0.15759 -2.76823 0.62669
H -1.49730 1.89088 0.84271
H -0.35696 2.92433 -0.36788
H 1.42099 -0.18563 -1.64580
H 1.94728 0.37598 -0.09610
H -1.86923 -0.71422 1.03407
```